Record 1
{
  "formula": "C5H11NO2",
  "method": "ωB97M-V/def2-TZVPD",
  "elements": ["C", "C", "O", "O", "H", "H", "H", "H", "C", "C", "C", "N", "H", "H", "H", "H", "H", "H", "H"],
  "coordinates": [[-2.515, 1.126, 0.384], [-2.698, -0.248, -0.224], [-3.726, -0.863, -0.195], [-1.638, -0.682, -0.972], [-3.411, 1.412, 0.928], [-2.353, 1.853, -0.409], [-1.698, 1.115, 1.102], [-0.911, -0.004, -1.047], [2.820, 0.130, -0.292], [1.344, -0.132, -0.171], [1.019, -1.437, 0.567], [0.469, 0.759, -0.378], [3.019, 1.152, -0.611], [3.318, -0.012, 0.665], [3.260, -0.550, -1.019], [1.317, -1.335, 1.609], [1.600, -2.251, 0.137], [-0.031, -1.712, 0.554], [0.814, 1.681, -0.628]],
  "mulliken_charge": [-0.898, 0.711, -0.567, -0.533, 0.295, 0.290, 0.276, 0.390, -1.232, 0.829, -1.071, -0.542, 0.367, 0.320, 0.309, 0.307, 0.350, 0.270, 0.128],
  "gap_ev": 10.4,
  "relative_energy_ev": 0.7223,
  "lumo_energy_ha": 0.0217,
  "total_charge": 0,
  "e_homo_ev": -9.76,
  "smiles": "CC(=O)O.CC(C)=N"
}


Record 2
{
  "formula": "C90H185N15O8",
  "method": "ωB97M-V/def2-TZVPD",
  "elements": ["C", "C", "N", "C", "C", "C", "C", "H", "H", "H", "H", "H", "H", "H", "H", "H", "H", "H", "H", "H", "H", "H", "C", "C", "N", "C", "C", "C", "C", "H", "H", "H", "H", "H", "H", "H", "H", "H", "H", "H", "H", "H", "H", "H", "C", "C", "N", "C", "C", "C", "C", "H", "H", "H", "H", "H", "H", "H", "H", "H", "H", "H", "H", "H", "H", "H", "C", "C", "N", "C", "C", "C", "C", "H", "H", "H", "H", "H", "H", "H", "H", "H", "H", "H", "H", "H", "H", "H", "C", "C", "N", "C", "C", "C", "C", "H", "H", "H", "H", "H", "H", "H", "H", "H", "H", "H", "H", "H", "H", "H", "C", "C", "N", "C", "C", "C", "C", "H", "H", "H", "H", "H", "H", "H", "H", "H", "H", "H", "H", "H", "H", "H", "C", "C", "N", "C", "C", "C", "C", "H", "H", "H", "H", "H", "H", "H", "H", "H", "H", "H", "H", "H", "H", "H", "C", "C", "N", "C", "C", "C", "C", "H", "H", "H", "H", "H", "H", "H", "H", "H", "H", "H", "H", "H", "H", "H", "C", "C", "N", "C", "C", "C", "C", "H", "H", "H", "H", "H", "H", "H", "H", "H", "H", "H", "H", "H", "H", "H", "C", "C", "N", "C", "C", "C", "C", "H", "H", "H", "H", "H", "H", "H", "H", "H", "H", "H", "H", "H", "H", "H", "C", "C", "N", "C", "C", "C", "C", "H", "H", "H", "H", "H", "H", "H", "H", "H", "H", "H", "H", "H", "H", "H", "C", "C", "C", "C", "C", "C", "N", "O", "O", "H", "H", "H", "H", "H", "C", "C", "C", "C", "C", "C", "N", "O", "O", "H", "H", "H", "H", "H", "C", "C", "C", "C", "C", "C", "N", "O", "O", "H", "H", "H", "H", "H", "C", "C", "C", "C", "C", "C", "N", "O", "O", "H", "H", "H", "H", "H"],
  "coordinates": [[1.662, -3.476, -2.069], [2.810, -3.665, -1.081], [2.593, -3.280, 0.271], [1.369, -3.784, 0.836], [1.300, -5.323, 0.970], [3.754, -3.551, 1.070], [3.660, -2.888, 2.468], [2.123, -3.417, -3.034], [1.101, -2.587, -1.876], [0.972, -4.318, -2.092], [3.238, -4.670, -1.242], [3.578, -2.977, -1.459], [1.316, -3.287, 1.814], [0.541, -3.397, 0.256], [1.318, -5.821, 0.003], [2.087, -5.681, 1.674], [0.318, -5.547, 1.409], [4.659, -3.131, 0.623], [3.935, -4.604, 1.180], [4.645, -2.803, 2.933], [3.017, -3.454, 3.107], [3.347, -1.850, 2.449], [0.103, -0.245, -6.945], [-0.777, -1.459, -7.130], [-1.918, -1.631, -6.245], [-1.508, -2.126, -4.951], [-2.419, -1.672, -3.831], [-2.971, -2.505, -6.810], [-3.871, -1.818, -7.788], [0.924, -0.215, -7.672], [0.489, -0.220, -5.924], [-0.445, 0.707, -7.055], [-1.223, -1.476, -8.159], [-0.154, -2.393, -7.176], [-1.504, -3.221, -5.007], [-0.506, -1.808, -4.685], [-3.451, -2.069, -4.008], [-2.214, -2.022, -2.826], [-2.654, -0.609, -3.866], [-3.536, -2.888, -5.867], [-2.520, -3.316, -7.368], [-3.349, -1.686, -8.730], [-4.071, -0.742, -7.459], [-4.828, -2.255, -8.125], [2.073, 2.243, 9.543], [2.647, 1.496, 8.370], [1.777, 1.084, 7.322], [0.529, 0.382, 7.654], [0.703, -0.926, 8.341], [2.627, 0.382, 6.379], [1.882, 0.039, 5.124], [1.583, 3.164, 9.312], [2.866, 2.595, 10.169], [1.485, 1.675, 10.215], [3.393, 2.133, 7.863], [3.148, 0.611, 8.780], [-0.033, 1.077, 8.268], [-0.001, 0.249, 6.743], [-0.234, -1.511, 8.407], [1.453, -1.582, 7.757], [1.153, -0.840, 9.330], [3.023, -0.505, 6.767], [3.446, 1.073, 6.122], [1.331, 0.843, 4.680], [1.246, -0.799, 5.442], [2.619, -0.325, 4.382], [3.519, 0.221, 0.461], [5.025, 0.411, 0.672], [5.156, 0.572, 2.106], [5.167, 1.979, 2.399], [4.860, 2.317, 3.906], [6.187, -0.255, 2.789], [7.616, 0.021, 2.414], [3.158, 0.411, -0.574], [2.976, 0.911, 1.030], [3.110, -0.802, 0.750], [5.624, -0.480, 0.373], [5.465, 1.208, -0.010], [6.238, 2.359, 2.061], [4.483, 2.557, 1.797], [5.498, 1.831, 4.652], [4.976, 3.436, 4.051], [3.875, 2.099, 4.225], [5.837, -1.259, 2.554], [6.026, -0.168, 3.852], [8.290, -0.780, 2.747], [7.823, 0.997, 2.914], [7.720, 0.086, 1.343], [6.556, 2.690, -3.139], [5.348, 2.095, -3.829], [4.894, 0.799, -3.253], [3.645, 0.365, -3.816], [3.698, 0.113, -5.261], [5.927, -0.204, -3.337], [5.723, -1.524, -2.649], [7.458, 2.149, -3.339], [6.417, 2.721, -2.031], [6.682, 3.736, -3.474], [4.489, 2.768, -3.766], [5.586, 1.878, -4.944], [3.390, -0.501, -3.243], [2.868, 1.087, -3.610], [4.631, -0.393, -5.489], [2.869, -0.538, -5.660], [3.763, 1.038, -5.852], [6.733, 0.278, -2.769], [6.229, -0.452, -4.406], [5.367, -1.504, -1.610], [6.646, -2.010, -2.584], [5.097, -2.222, -3.268], [-1.840, 2.546, -5.338], [-0.719, 2.982, -4.381], [-0.189, 4.335, -4.591], [0.676, 4.365, -5.712], [2.121, 3.687, -5.488], [-1.320, 5.275, -4.819], [-1.033, 6.730, -4.781], [-2.802, 2.897, -5.048], [-1.822, 1.440, -5.372], [-1.634, 2.788, -6.410], [-1.214, 2.919, -3.394], [0.099, 2.232, -4.406], [0.069, 4.025, -6.653], [0.707, 5.448, -5.813], [2.056, 2.627, -5.349], [2.870, 3.989, -6.182], [2.395, 3.964, -4.454], [-2.147, 4.968, -4.210], [-1.664, 5.042, -5.865], [-1.104, 7.131, -3.813], [-1.695, 7.276, -5.397], [-0.007, 6.887, -5.257], [1.672, -4.095, -5.707], [2.892, -5.016, -5.385], [4.170, -4.556, -5.950], [5.164, -5.475, -5.524], [5.502, -5.578, -4.058], [4.074, -4.439, -7.374], [5.384, -3.946, -8.013], [1.942, -3.101, -5.318], [0.738, -4.513, -5.244], [1.495, -4.095, -6.803], [2.965, -5.247, -4.296], [2.657, -6.018, -5.860], [4.926, -6.523, -5.954], [6.106, -5.204, -6.063], [6.375, -6.148, -3.903], [5.744, -4.587, -3.611], [4.605, -5.920, -3.508], [3.238, -3.795, -7.618], [3.912, -5.466, -7.805], [6.135, -4.601, -8.328], [5.830, -3.205, -7.308], [5.244, -3.429, -8.987], [-3.211, 1.500, 0.109], [-2.117, 0.681, -0.637], [-0.860, 0.535, 0.012], [-1.028, -0.111, 1.360], [0.233, -0.182, 2.201], [0.027, -0.255, -0.891], [0.540, 0.482, -2.142], [-2.669, 2.300, 0.627], [-3.605, 0.927, 1.002], [-3.946, 1.939, -0.566], [-2.512, -0.317, -0.963], [-1.966, 1.256, -1.563], [-1.830, 0.435, 1.921], [-1.517, -1.083, 1.142], [0.024, -0.626, 3.155], [0.974, -0.765, 1.683], [0.620, 0.812, 2.359], [-0.573, -1.161, -1.191], [0.907, -0.581, -0.367], [-0.282, 0.883, -2.698], [1.116, -0.213, -2.765], [1.168, 1.341, -1.912], [-6.703, 0.902, -1.328], [-6.281, -0.325, -2.200], [-7.275, -0.679, -3.177], [-6.730, -1.438, -4.355], [-6.582, -2.926, -4.088], [-8.501, -1.214, -2.593], [-9.693, -1.335, -3.541], [-6.177, 0.844, -0.351], [-7.758, 0.866, -1.023], [-6.421, 1.810, -1.960], [-5.354, -0.128, -2.761], [-6.048, -1.239, -1.631], [-7.383, -1.206, -5.212], [-5.726, -1.079, -4.506], [-6.067, -3.386, -4.981], [-5.874, -3.145, -3.293], [-7.559, -3.367, -3.886], [-8.761, -0.565, -1.791], [-8.316, -2.152, -2.077], [-9.408, -2.098, -4.190], [-9.883, -0.425, -4.077], [-10.655, -1.656, -3.112], [-3.614, -3.842, 4.177], [-2.178, -3.602, 3.796], [-1.321, -3.856, 4.942], [0.081, -3.655, 4.550], [1.015, -4.187, 5.618], [-1.690, -3.064, 6.100], [-1.835, -4.002, 7.197], [-4.179, -4.212, 3.347], [-4.243, -2.982, 4.550], [-3.683, -4.623, 4.954], [-1.914, -4.178, 2.917], [-2.005, -2.618, 3.413], [0.311, -4.180, 3.579], [0.269, -2.619, 4.306], [0.797, -3.699, 6.528], [0.831, -5.273, 5.766], [2.079, -4.016, 5.374], [-2.676, -2.636, 5.878], [-0.926, -2.268, 6.296], [-2.701, -4.644, 6.995], [-2.166, -3.408, 8.069], [-0.964, -4.563, 7.550], [2.039, 6.237, -2.465], [1.592, 6.106, -1.061], [1.916, 4.821, -0.480], [1.131, 3.682, -1.007], [-0.356, 3.841, -1.028], [3.301, 4.530, -0.389], [4.159, 5.660, 0.056], [3.110, 5.969, -2.537], [2.085, 7.289, -2.741], [1.502, 5.615, -3.143], [2.110, 6.874, -0.506], [0.486, 6.226, -0.864], [1.515, 3.456, -2.063], [1.393, 2.875, -0.321], [-0.579, 4.606, -1.728], [-0.826, 2.921, -1.278], [-0.703, 4.222, -0.094], [3.703, 4.165, -1.337], [3.261, 3.683, 0.264], [5.263, 5.258, 0.175], [3.770, 5.976, 1.102], [4.115, 6.464, -0.655], [0.410, 4.515, 2.309], [-0.155, 3.295, 2.605], [-0.454, 2.862, 3.932], [-0.239, 3.780, 4.921], [0.435, 4.994, 4.688], [0.697, 5.345, 3.411], [-0.660, 3.509, 6.254], [-0.476, 4.321, 7.147], [-1.176, 2.418, 6.447], [0.759, 4.742, 1.301], [-0.447, 2.578, 1.821], [-0.940, 1.872, 4.083], [0.640, 5.566, 5.564], [1.171, 6.342, 3.331], [-5.657, 1.028, 8.002], [-6.329, 0.957, 6.746], [-5.625, 0.494, 5.611], [-4.237, 0.322, 5.687], [-3.539, 0.552, 6.851], [-4.303, 0.830, 7.997], [-3.506, 0.017, 4.456], [-4.145, -0.031, 3.440], [-2.307, -0.176, 4.448], [-6.113, 1.334, 8.885], [-7.449, 1.073, 6.753], [-6.064, 0.375, 4.628], [-2.465, 0.585, 6.893], [-3.642, 1.092, 8.842], [-3.214, 5.598, 5.198], [-2.977, 5.106, 3.941], [-3.841, 4.179, 3.358], [-4.926, 3.681, 4.138], [-5.084, 4.093, 5.456], [-4.152, 4.944, 6.014], [-5.965, 2.924, 3.519], [-5.714, 2.467, 2.413], [-7.039, 2.744, 4.077], [-2.624, 6.393, 5.546], [-2.228, 5.560, 3.279], [-3.841, 3.796, 2.330], [-5.884, 3.767, 6.139], [-4.170, 5.200, 7.076], [-6.478, -2.698, 0.585], [-6.385, -3.885, -0.061], [-5.150, -4.464, -0.302], [-4.019, -3.876, 0.297], [-4.126, -2.674, 0.967], [-5.330, -2.058, 1.071], [-2.691, -4.483, 0.064], [-1.680, -3.908, 0.463], [-2.654, -5.605, -0.437], [-7.497, -2.331, 0.831], [-7.245, -4.517, -0.161], [-5.105, -5.430, -0.791], [-3.247, -2.168, 1.349], [-5.389, -1.163, 1.665]],
  "mulliken_charge": [-0.038, 0.006, 1.893, 0.463, -1.779, -1.109, -0.798, -0.054, -0.877, 0.712, 0.305, -1.020, -0.238, -0.057, 0.332, 0.297, 0.344, 0.435, 0.680, 0.609, 0.259, -0.110, -0.664, -0.635, 0.970, -0.922, -0.154, -0.467, -1.433, 0.522, -0.278, 0.196, 0.520, 0.120, 0.270, 0.203, -0.100, 0.149, -0.026, 0.350, 0.400, 0.411, 0.223, 0.375, -1.644, -0.378, 0.797, 0.019, -1.077, -1.398, 1.250, 0.282, 0.491, 0.352, 0.335, 0.409, 0.748, -0.711, 0.301, 0.050, 0.365, 0.391, 0.359, -0.189, -0.544, -0.209, 1.401, -1.017, 1.311, 0.286, -1.145, -0.621, -1.389, -0.443, 0.099, -0.932, 0.738, -0.759, 0.346, -0.492, 0.410, 0.466, -0.184, 0.159, 0.468, 0.468, 0.292, 0.201, -1.628, 0.375, 1.054, 1.522, -1.051, -0.565, -0.515, 0.526, 0.124, 0.421, -0.366, 0.300, -0.760, -0.484, 0.369, -0.298, 0.185, 0.389, 0.103, -0.352, 0.711, -0.254, -1.552, 1.455, 1.135, -0.803, -0.567, -0.670, -1.389, 0.397, 0.054, 0.228, -0.204, -0.999, 0.388, 0.424, -0.266, 0.636, -0.157, 0.464, 0.374, 0.338, 0.459, 0.229, -1.024, -0.937, 0.705, -0.580, -1.164, -0.477, -1.474, -0.171, 0.280, 0.836, 0.426, 0.376, 0.325, 0.378, 0.496, 0.048, 0.332, 0.267, 0.370, 0.428, 0.295, 0.360, -0.316, 0.564, 1.712, 0.627, 0.445, 0.826, 1.383, -0.421, -0.428, 0.734, -0.205, -0.886, 0.158, -0.658, -0.633, -0.093, -0.487, -0.610, -0.220, -0.330, 0.227, -1.341, -0.708, 0.474, 0.067, -0.717, -0.745, -0.082, -1.620, -0.089, 0.361, 0.244, -0.164, -0.092, 0.291, 0.473, 0.331, -0.034, 0.398, 0.496, 0.083, 0.341, 0.355, 0.414, -1.638, 0.631, 0.327, 1.768, -1.763, 1.350, -1.690, 0.526, 0.135, 0.340, 0.306, -0.379, -0.296, -0.833, 0.209, 0.402, 0.358, 0.078, -0.923, 0.328, 0.434, 0.261, -0.683, -1.066, 0.884, 2.131, -1.181, 0.562, -1.580, 0.174, 0.532, -0.360, 0.780, 0.290, -0.544, -0.523, 0.352, -0.772, 0.556, -0.236, -0.272, 0.332, 0.258, 0.458, 0.144, 1.347, 0.602, -0.315, -0.968, -0.779, 1.013, -0.769, -0.228, -0.671, -0.323, -0.297, 0.747, 0.334, -0.854, -0.668, -0.684, -0.121, 0.487, -0.837, 0.608, -0.103, 0.081, 0.520, 0.346, 0.701, 0.327, 0.337, -0.860, -0.173, -0.418, 0.248, -0.218, -0.651, 1.071, -0.594, -0.629, 0.489, 0.432, 0.417, 0.496, 0.392, -0.625, -0.562, -0.793, -0.876, 2.201, -1.161, 0.642, -0.003, -0.684, 0.363, 0.506, 0.586, 0.159, 0.300],
  "gap_ev": 7.1,
  "relative_energy_ev": 0.0000,
  "lumo_energy_ha": -0.0291,
  "total_charge": 0,
  "e_homo_ev": -7.90
}


Record 3
{
  "formula": "C7H10O",
  "method": "ωB97M-V/def2-TZVPD",
  "elements": ["C", "C", "C", "C", "C", "C", "C", "O", "H", "H", "H", "H", "H", "H", "H", "H", "H", "H"],
  "coordinates": [[1.109, 1.128, 1.512], [1.481, 0.047, 0.848], [0.951, -0.472, -0.450], [1.499, -0.011, -1.569], [-0.344, -1.274, -0.420], [-1.404, -0.874, 0.632], [-1.799, 0.221, -0.323], [-1.463, 1.367, -0.204], [1.622, 1.350, 2.437], [0.344, 1.789, 1.133], [2.226, -0.580, 1.337], [0.965, -0.229, -2.489], [2.272, 0.743, -1.537], [-0.604, -1.562, -1.435], [0.109, -2.197, -0.004], [-1.043, -0.524, 1.588], [-2.187, -1.624, 0.655], [-2.579, -0.151, -1.016]],
  "mulliken_charge": [-0.717, -0.448, 0.527, -0.822, -0.883, -0.510, 0.011, -0.478, 0.276, 0.299, 0.292, 0.279, 0.311, 0.522, 0.301, 0.416, 0.285, 0.339],
  "gap_ev": 10.1,
  "relative_energy_ev": 2.7654,
  "lumo_energy_ha": 0.0353,
  "total_charge": 0,
  "e_homo_ev": -9.10,
  "smiles": "C=CC(=C)CCC=O"
}


Record 4
{
  "formula": "C3H2FIO2",
  "method": "ωB97M-V/def2-TZVPD",
  "elements": ["C", "C", "C", "O", "O", "F", "I", "H", "H"],
  "coordinates": [[0.805, 0.226, -0.294], [0.221, -0.976, 0.202], [3.024, -0.416, -0.264], [2.092, 0.437, -0.123], [0.866, -1.851, 0.746], [2.785, -1.659, -0.739], [4.911, 0.189, 0.075], [0.134, 1.076, -0.608], [-0.920, -1.220, 0.233]],
  "mulliken_charge": [-0.362, 0.123, 0.293, -0.190, -0.548, -0.136, 0.223, 0.296, 0.301],
  "gap_ev": [7.1, 7.8],
  "relative_energy_ev": 2.5700,
  "lumo_energy_ha": [-0.0266, -0.0127],
  "total_charge": 0,
  "e_homo_ev": [-7.79, -8.11]
}